Record 1
DFT (ωB97M-V/def2-TZVPD) results for C25H37BrI2N3O4 as an isolated structure in a non-equilibrium geometry.

Results
HOMO level: -9.8 eV
Charge: +1
LUMO energy: -3.848 eV

```
72
Properties=species:S:1:pos:R:3:forces:R:3
C -6.27702 -5.77680 1.52345 3.3 10.2 -2.4
C -5.71020 -4.47989 1.33671 -4.6 -9.4 0.4
N -5.18778 -3.06617 1.00279 -1.7 -2.2 1.9
C -4.63772 -2.45044 2.30771 0.7 2.9 1.9
C -3.01294 -2.55953 2.45415 0.2 0.4 -0.2
O -2.60531 -3.81327 1.84336 -1.2 1.0 -0.3
C -2.87822 -3.92966 0.41605 0.5 -0.7 -0.8
C -1.49544 -3.53746 -0.37713 -0.1 1.2 0.0
C -0.25242 -4.58133 -0.19327 0.7 -0.5 0.2
C -0.60130 -5.98619 0.56637 0.0 -0.5 -1.3
O 0.85060 -3.94470 0.60063 -0.9 -0.1 -2.5
C 1.72404 -3.14206 -0.26847 0.8 1.9 0.7
C 2.19121 -1.82811 0.65495 1.1 2.1 1.8
C 3.39395 -2.09087 1.78479 -1.5 3.8 -0.1
C 3.91500 -0.87082 2.74855 -3.2 0.6 -2.9
C 3.20896 0.63117 2.60071 -1.1 -3.7 -2.5
C 1.99272 0.86144 1.48851 1.9 -3.0 0.8
C 1.47403 -0.34441 0.49354 3.3 -1.1 3.2
C -4.19726 -3.06034 -0.13467 2.0 -1.4 -2.5
Br -3.62718 -1.17600 -0.69067 -0.8 -1.1 1.0
C -4.74637 -3.70656 -1.54890 -4.2 1.2 -2.1
I -3.71346 -5.32540 -2.69104 -0.3 1.3 1.7
C -5.99867 -3.23868 -2.26977 3.3 -0.3 2.6
C -6.93852 -2.02545 -1.72705 -1.3 -0.7 -0.6
I -6.66380 -4.17663 -4.18547 0.4 1.2 1.9
H -7.06308 -6.66665 1.39952 2.3 2.3 0.6
H -6.06564 -2.50357 0.83435 1.0 -0.8 -0.5
H -5.23086 -2.84963 3.24569 1.3 0.4 -2.3
H -4.90691 -1.29398 2.22278 0.6 -2.4 0.1
H -2.42254 -1.66626 1.94824 -1.6 -1.7 0.9
H -2.71279 -2.53961 3.59495 -0.7 -0.4 -2.4
H -3.20753 -5.06969 0.27205 0.8 2.5 0.2
H -1.69784 -3.30027 -1.51783 0.3 -0.7 2.4
H -1.13015 -2.50271 0.09358 -0.8 -2.3 -0.9
H 0.20613 -4.79109 -1.27135 -1.2 0.2 2.2
H -1.02436 -5.87781 1.65219 1.0 0.0 -2.2
H -1.39903 -6.55656 -0.11339 1.6 1.2 1.5
H 0.37398 -6.66552 0.53575 -2.1 1.6 0.3
H 2.69643 -3.73410 -0.59364 -2.1 1.1 0.7
H 1.16123 -2.74289 -1.23149 1.1 -0.8 2.0
H 3.88232 -3.16022 1.92217 -1.2 2.5 -0.5
H 4.77986 -1.06983 3.54164 -2.1 0.5 -2.0
H 3.60611 1.49961 3.29346 -1.1 -1.9 -1.7
H 1.53840 1.94556 1.43974 1.0 -2.6 -0.1
H 0.59866 -0.18423 -0.29279 2.2 -0.3 1.9
H -7.79851 -1.81065 -2.52790 2.0 -0.6 1.8
H -7.53093 -2.42899 -0.77201 1.3 1.0 -1.9
H -6.41358 -0.99751 -1.55139 -0.7 -2.2 -0.2
C 1.70669 4.03685 -1.07684 0.9 -0.6 -0.5
O 1.22856 3.35367 -0.18032 0.3 0.3 -0.5
N 2.81332 3.70747 -1.83042 -1.5 0.6 0.8
C 3.31792 4.57257 -2.87604 0.2 -0.2 -0.1
C 3.49404 2.45625 -1.56893 -0.1 -0.2 0.3
H 1.26650 5.00775 -1.35771 0.1 0.0 -0.1
H 3.29476 4.03032 -3.82586 0.0 0.2 0.0
H 4.34840 4.85179 -2.63777 -0.1 0.0 -0.2
H 2.71216 5.47844 -2.96517 0.0 -0.2 0.0
H 2.79003 1.63116 -1.71269 0.2 -0.1 0.1
H 3.83840 2.44853 -0.53049 0.0 -0.2 -0.1
H 4.34779 2.33325 -2.24102 -0.2 0.2 0.1
C 4.61624 6.50366 -0.71169 0.4 0.8 0.4
O 5.65625 5.93968 -1.02693 -0.6 0.6 0.3
N 4.52576 7.75797 -0.14642 -0.2 -1.4 -0.6
C 3.25356 8.35687 0.19874 0.2 0.1 0.0
C 5.74146 8.50169 0.11100 0.3 -0.2 -0.1
H 3.63399 6.02696 -0.86418 0.0 0.2 0.1
H 3.14010 9.29198 -0.35753 -0.2 0.0 0.1
H 3.23995 8.56460 1.27265 -0.2 0.1 -0.1
H 2.42341 7.68951 -0.04819 0.2 0.0 0.0
H 6.27621 8.64730 -0.83236 0.1 0.1 0.2
H 6.37558 7.92352 0.78969 0.1 0.2 -0.1
H 5.51267 9.47290 0.55835 -0.1 -0.2 -0.1
```
Positions in Å, forces in eV/Å.

Here is what Löwdin gives for the atomic charges, in e: 0.193, -0.016, -0.087, -0.082, -0.135, -0.159, -0.313, -0.134, -0.317, -0.059, -0.203, -0.192, -0.101, -0.031, -0.071, -0.059, -0.063, -0.035, -0.606, 0.811, -0.627, 0.806, -0.690, -0.185, 0.746, 0.113, 0.165, 0.165, 0.152, 0.129, 0.166, 0.129, 0.087, 0.116, 0.156, 0.096, 0.083, 0.108, 0.138, 0.129, 0.094, 0.089, 0.082, 0.063, 0.089, 0.085, 0.094, 0.061, -0.325, -0.025, -0.195, -0.076, -0.036, 0.128, 0.093, 0.070, 0.089, 0.084, 0.092, 0.095, -0.324, 0.009, -0.202, -0.060, -0.046, 0.101, 0.091, 0.091, 0.082, 0.095, 0.095, 0.090


Record 2
DFT (ωB97M-V/def2-TZVPD) results for a single C4H5NO molecule in a non-equilibrium geometry.

Results
SMILES: CC1=N[C@H]1C=O
HOMO level: -9.5 eV
Charge: 0
LUMO energy: 0.647 eV

```
11
Properties=species:S:1:pos:R:3:forces:R:3
C -1.87082 -0.04158 -0.02223 -0.3 -0.1 -0.3
C -0.45924 -0.41569 0.11878 -0.1 -0.2 0.3
N 0.23554 -1.07749 0.90016 -0.1 1.5 0.4
C 0.77078 0.33481 0.09998 0.3 -0.3 0.3
C 2.10113 -0.05841 -0.38532 0.2 -0.5 -0.2
O 2.55812 -1.16408 -0.22051 0.2 0.4 -0.6
H -2.51306 -0.83230 0.36239 -0.1 0.0 -0.2
H -1.99666 0.85121 0.60858 0.0 -0.2 -0.2
H -2.09657 0.22124 -1.05005 -0.3 0.0 -0.1
H 0.67555 1.38485 0.43313 0.3 -0.7 0.6
H 2.71150 0.75227 -0.82574 -0.1 0.0 0.0
```
Positions in Å, forces in eV/Å.

Here is what Löwdin gives for the atomic charges, in e: -0.014, -0.411, 0.271, -0.104, -0.289, 0.035, 0.088, 0.099, 0.083, 0.128, 0.115


Record 3
DFT (ωB97M-V/def2-TZVPD) results for a 11-piece molecular cluster, C4H31N2O10S overall in a non-equilibrium geometry.

Results
HOMO level: -4.1 eV
Charge: -1
LUMO energy: 2.290 eV

```
48
Properties=species:S:1:pos:R:3:forces:R:3
C 0.38408 0.54930 -0.45428 -0.2 1.8 -0.3
N -0.18602 1.24563 -1.66629 -1.1 0.5 1.1
C -1.69432 1.31559 -1.77626 2.4 1.5 1.6
C -2.39066 2.19624 -0.67827 0.6 1.8 -0.6
S -2.45703 2.02643 1.16454 0.0 -0.3 -0.2
C 1.86324 1.10164 -0.39208 -0.2 -2.9 3.3
N 2.90091 -0.07284 -0.43342 -0.4 1.9 -0.4
H 0.22387 -0.53441 -0.44283 0.7 -0.2 -0.5
H -0.09481 0.83547 0.51641 -0.1 0.4 -1.2
H 0.16240 0.78927 -2.50851 0.1 0.2 0.3
H -1.91378 1.84367 -2.71623 0.0 -0.5 0.1
H -1.92980 0.28879 -1.76867 -1.7 -1.2 0.0
H -2.17818 3.32756 -0.90275 0.1 -2.0 0.2
H -3.41764 2.14269 -0.92819 -1.2 -0.2 -0.5
H 1.99889 1.80950 -1.18733 0.4 0.1 -0.4
H 1.88089 1.68522 0.61202 0.7 -1.0 -1.7
H 2.60385 -0.61768 -1.22659 0.0 -0.2 -0.3
H 2.94556 -0.76620 0.32303 -0.7 1.0 0.1
H -0.41584 -1.69715 -3.92448 1.2 1.0 -0.7
H 0.29037 -2.29695 -2.85976 2.2 1.4 -1.0
O 0.52185 -1.62567 -3.60753 -3.3 -2.6 1.4
H 2.16628 -2.80830 -1.09743 1.6 0.9 1.6
H 0.50649 -2.80372 -0.77560 3.1 -0.6 -0.9
O 1.31954 -3.02179 -1.38883 -5.0 -0.7 -0.3
H -2.30579 -2.97508 -1.04220 -1.7 3.7 0.3
H -2.04224 -4.18160 -0.34644 -0.4 -2.0 3.5
O -1.88846 -3.77024 -1.12955 2.2 -1.4 -3.9
H 0.88271 0.50227 3.74022 0.4 -0.3 0.0
H 0.46891 -0.81230 4.40139 -1.6 -1.1 0.7
O 1.21853 -0.35641 4.10663 1.5 1.0 -0.7
H 2.37908 -1.37357 2.36286 -0.3 1.7 1.8
H 1.55326 -2.63935 1.95204 0.8 0.8 -0.1
O 2.37268 -2.10604 1.79989 0.4 -2.3 -1.5
H -0.05533 -1.68450 1.55467 -0.6 -3.7 -0.4
H -0.72523 -3.15981 2.04092 1.4 1.5 -1.5
O -0.03555 -2.74667 1.41902 -1.6 2.0 1.7
H -2.15330 -0.02688 0.97654 -0.2 1.0 0.1
H -3.12399 -1.09831 1.31828 -2.9 -0.2 1.6
O -2.33559 -0.97669 0.88416 2.9 -1.1 -1.7
H 1.73197 -0.36993 -3.59743 0.7 1.9 0.0
H 2.44497 0.75169 -2.70864 -0.3 -0.3 -1.3
O 2.11990 0.57154 -3.62674 -0.1 -1.4 1.0
H -0.89980 3.87115 1.07560 -2.4 -0.4 0.3
H 0.10100 3.41141 -0.01480 -0.5 -0.2 -0.2
O -0.00401 3.78195 0.86406 3.5 0.7 -0.2
H -0.53955 1.84465 2.93584 1.1 0.9 -1.2
H 0.90169 2.50099 2.39742 -0.9 0.8 -0.6
O 0.44703 1.82906 2.89281 -0.5 -1.5 1.6
```
Positions in Å, forces in eV/Å.

Here is what Löwdin gives for the atomic charges, in e: -0.214, -0.080, -0.242, -0.619, 0.382, -0.190, -0.004, 0.079, 0.054, 0.056, 0.106, 0.069, 0.074, -0.003, 0.072, 0.106, 0.007, 0.018, 0.074, 0.065, -0.112, -0.004, 0.075, -0.076, -0.022, -0.016, 0.034, -0.011, -0.008, -0.067, -0.025, 0.006, -0.083, 0.123, 0.099, -0.151, -0.136, -0.025, -0.105, 0.018, 0.007, -0.123, -0.078, 0.017, -0.094, 0.020, 0.020, -0.093


Record 4
DFT (ωB97M-V/def2-TZVPD) results for an isolated ion of composition C4H6NS and charge +1 in a non-equilibrium geometry.

Results
SMILES: C1=C[N@H+]2C[C@H]2S1
HOMO level: -13.6 eV
Charge: +1
LUMO energy: -3.599 eV

```
12
Properties=species:S:1:pos:R:3:forces:R:3
C -0.74280 -0.75578 1.65471 -0.4 0.0 0.5
C -1.13064 -0.57864 0.39532 1.1 -0.4 1.5
N -0.04017 -0.34498 -0.47965 -1.4 3.3 1.3
C 0.78135 0.99080 -0.38203 1.3 0.1 -1.8
C 1.22264 -0.28241 0.16365 2.0 -2.2 0.5
S 1.03716 -0.62180 1.94172 -1.3 -0.2 -0.6
H -1.49534 -0.97431 2.44928 1.1 0.2 -0.5
H -2.04212 -0.76034 -0.06416 -1.7 0.0 -0.4
H -0.13742 -0.62231 -1.39616 0.0 -1.2 -2.5
H 0.43686 1.74369 0.31700 -0.4 -0.2 -0.2
H 1.29225 1.33485 -1.35381 -1.3 -0.6 1.5
H 1.81142 -1.01476 -0.41266 1.0 1.0 0.7
```
Positions in Å, forces in eV/Å.

Here is what Löwdin gives for the atomic charges, in e: -0.287, -0.112, -0.031, 0.047, -0.495, 1.015, 0.118, 0.119, 0.162, 0.141, 0.171, 0.153


Record 5
DFT (ωB97M-V/def2-TZVPD) results for a single C5H13NO molecule in a non-equilibrium geometry.

Results
SMILES: CNCCCCO
HOMO level: -8.7 eV
Charge: 0
LUMO energy: 0.973 eV

```
20
Properties=species:S:1:pos:R:3:forces:R:3
C -2.69007 0.38410 0.68831 3.6 1.1 -2.1
N -1.32667 0.17626 1.34784 -1.6 -0.4 2.5
C -0.83409 -1.20657 1.14234 1.3 2.3 -3.3
C 0.07049 -0.95818 -0.15812 -3.0 1.5 0.9
C 0.77843 0.43588 -0.05716 1.1 -2.2 -0.9
C 2.14073 0.33376 -0.71224 0.9 1.1 -1.3
O 2.06229 0.82333 -2.06767 0.7 0.1 -0.8
H -2.42151 0.19673 -0.44613 -0.8 0.5 2.0
H -3.25825 -0.44719 0.97336 -1.9 -0.6 0.5
H -3.06830 1.46252 0.74426 0.3 -1.9 0.4
H -1.27424 0.33108 2.38099 -1.0 0.3 -1.2
H -1.56763 -1.98451 0.87149 0.1 0.2 0.7
H -0.00403 -1.50891 1.76281 -0.7 -0.1 1.4
H -0.61384 -0.90078 -0.99412 -0.2 -0.1 -0.4
H 0.48173 -1.90829 -0.20696 2.4 -1.3 -0.8
H 0.24418 1.12914 -0.69823 -0.4 0.3 0.5
H 0.78474 0.76927 0.95543 0.2 0.3 0.5
H 2.48648 -0.70206 -0.75246 0.1 0.0 0.2
H 2.99189 0.98848 -0.37982 -1.0 -0.7 0.6
H 1.21431 0.82014 -2.52290 -0.2 -0.5 0.7
```
Positions in Å, forces in eV/Å.

Here is what Löwdin gives for the atomic charges, in e: -0.087, -0.188, -0.215, -0.189, -0.171, -0.248, -0.112, 0.099, 0.033, 0.097, 0.113, 0.110, 0.105, 0.081, 0.074, 0.107, 0.092, 0.101, 0.127, 0.072


Record 6
DFT (ωB97M-V/def2-TZVPD) results for a 2-piece molecular cluster, CH5NO2 overall in a non-equilibrium geometry.

Results
SMILES: C=[NH+][O-].O
HOMO level (spin up / spin down): -8.9 / -8.9 eV
Charge: 0
LUMO energy (spin up / spin down): 0.663 / 0.663 eV

```
9
Properties=species:S:1:pos:R:3:forces:R:3
C 1.44114 0.85461 -0.26936 -3.1 0.3 -1.9
N 1.01712 -0.35403 -0.00306 -3.0 0.6 -4.0
O 1.39757 -1.16969 0.81950 1.0 -1.0 1.4
H 0.84017 1.59841 -0.93662 1.1 -2.1 1.1
H 2.15656 1.23555 0.34820 2.0 0.9 1.5
H 0.19638 -0.74613 -0.69102 1.9 1.4 1.8
O -2.16670 -0.13785 0.10077 -1.3 0.1 -3.0
H -2.04814 -0.53095 0.91789 0.7 -1.0 2.9
H -2.83409 -0.74992 -0.28629 0.6 0.8 0.0
```
Positions in Å, forces in eV/Å.

Here is what Löwdin gives for the atomic charges, in e: 0.021, -0.297, -0.085, 0.113, 0.033, 0.197, -0.041, -0.008, 0.067


Record 7
DFT (ωB97M-V/def2-TZVPD) results for a single C2H3I molecule in a non-equilibrium geometry.

Results
SMILES: C=CI
HOMO level: -9.1 eV
Charge: 0
LUMO energy: 0.615 eV

```
6
Properties=species:S:1:pos:R:3:forces:R:3
C 0.61815 0.46193 0.13044 0.0 -5.3 -2.0
C -0.30582 -0.55854 -0.02465 1.4 3.4 0.9
I -2.29344 0.08974 0.10484 -0.1 -0.5 -0.1
H 1.65255 0.15091 -0.12456 -0.5 0.3 0.7
H 0.42336 1.47175 0.04157 -0.7 1.9 0.4
H -0.09479 -1.61580 -0.12764 0.0 0.2 0.0
```
Positions in Å, forces in eV/Å.

Here is what Löwdin gives for the atomic charges, in e: -0.147, -0.678, 0.741, 0.059, 0.004, 0.022


Record 8
DFT (ωB97M-V/def2-TZVPD) results for C9H12 as an isolated structure in a non-equilibrium geometry.

Results
HOMO level (spin up / spin down): -6.9 / -6.7 eV
Charge: 0
LUMO energy (spin up / spin down): 0.116 / 0.451 eV

```
21
Properties=species:S:1:pos:R:3:forces:R:3
C 1.55912 0.41850 0.06091 0.7 0.8 -0.1
C -1.09648 -0.12087 0.96341 0.2 0.2 -0.1
C 2.64158 -0.59036 0.16641 -0.1 -0.3 0.2
C -0.33563 -0.81833 -0.14568 0.5 -0.6 -0.4
C -1.39683 1.16533 0.21504 -0.2 -0.3 -0.3
C 0.60327 0.34246 -0.99569 -1.2 -1.9 0.9
C -0.68574 0.98553 -1.03732 -0.2 1.5 -0.3
C -0.34456 -2.11082 -0.47990 0.1 0.4 0.2
C -2.30912 2.09317 0.52040 0.1 0.0 0.0
H 1.40926 1.14092 0.85605 0.0 -0.1 0.0
H -0.52531 -0.00857 1.88654 0.0 0.0 -0.1
H -2.01712 -0.65744 1.19691 0.0 0.0 0.0
H 0.94266 -0.11482 -1.92441 0.0 0.0 0.0
H -1.12523 1.26653 -1.98667 0.0 0.0 0.0
H 3.01818 -0.91926 -0.80700 -0.1 0.1 0.0
H 3.48221 -0.21697 0.75155 0.0 0.0 0.0
H 2.26525 -1.50912 0.65556 0.1 0.1 0.0
H -0.89518 -2.81348 0.13307 -0.1 0.0 0.0
H 0.19151 -2.50351 -1.33119 0.0 0.0 0.0
H -2.51037 2.92520 -0.14220 0.0 0.0 0.0
H -2.87145 2.04592 1.44419 0.0 0.0 0.0
```
Positions in Å, forces in eV/Å.

Here is what Löwdin gives for the atomic charges, in e: -0.126, -0.108, -0.103, -0.256, -0.322, -0.222, -0.030, 0.035, 0.049, 0.118, 0.118, 0.125, 0.141, 0.123, 0.079, 0.072, 0.079, 0.059, 0.058, 0.056, 0.056


> charge of number 7 (C2H3I)?

0